Computed, not measured: a cluster of 2 separate species, C2ClN2O2 in total at a distorted geometry, with the ωB97M-V functional and the def2-TZVPD basis.

The energy comes out at -21669.824 eV. The value obtained for the HOMO-LUMO gap is 6.17 eV. The relative energy (zero: lowest compared OMol25 entry of this formula, charge and spin) is 1.013 eV. The calculation puts the HOMO energy at -2.740 eV. The net charge is -1.

Each line ends with the Löwdin charge.
Cartesian coordinates (Å):
1 C 0.647 -1.070 0.638  -1.134
2 C -0.712 1.273 -0.769  -0.630
3 N 0.560 0.190 0.384  0.002
4 N -0.272 -0.791 1.486  0.035
5 O -0.894 2.310 -0.226  0.067
6 O -0.846 0.573 -1.670  0.098
7 Cl 1.517 -2.483 0.156  0.563

Forces on atoms 1 to 6 (eV/Å):
-2.15 0.59 1.14
0.56 1.87 1.96
1.32 1.55 -0.52
0.62 -1.53 0.04
0.21 -0.19 0.55
-0.76 -2.25 -3.03